(1)
ORCA calculation (ωB97M-V/def2-TZVPD) on the ion C9H10NO2S2 with charge -1 at a distorted geometry.

Geometry (Å):
1 C -1.4138 3.2409 1.2750
2 N -1.4204 1.7868 1.3445
3 C -0.8891 1.1842 2.5694
4 C -1.4420 1.0691 0.1977
5 S -1.7915 1.6892 -1.3102
6 S -1.0529 -0.6454 0.3954
7 C 0.2134 -0.8350 -0.9197
8 C -0.2143 -1.9763 -1.6840
9 C 0.7218 -2.7616 -2.4261
10 O 0.4299 -3.3593 -3.4816
11 C 2.0967 -2.7613 -1.8723
12 C 2.4803 -1.9692 -0.8478
13 C 1.6099 -0.9829 -0.2215
14 O 1.8983 -0.2802 0.7397
15 H -1.9957 3.5606 0.4044
16 H -1.8524 3.6345 2.1957
17 H -0.3858 3.6206 1.1919
18 H -1.4697 0.2959 2.8466
19 H 0.1680 0.9132 2.4495
20 H -0.9759 1.9291 3.3636
21 H 0.2489 0.1080 -1.5033
22 H -1.2719 -2.0260 -1.9186
23 H 2.8128 -3.4327 -2.3326
24 H 3.4957 -2.0021 -0.4556

The calculation puts the energy above the lowest of the compared OMol25 structures with the same formula, charge and spin at 0.00 kJ/mol. The calculation puts the total energy at -36750.3384 eV. The HOMO energy comes out at -2.75 eV. Its spin multiplicity is 1. The value obtained for the maximum force is 0.054 Eh/bohr. Its charge is -1.

(2)
ORCA calculation (ωB97M-V/def2-TZVPD) on a cluster of 2 separate species, C5H13FN in total at a distorted geometry.

Geometry (Å):
1 C -1.7743 2.1369 -0.0624
2 C -0.3027 -2.2322 0.2624
3 C -0.2819 1.8459 -0.1873
4 C 0.4806 -1.1124 -0.3926
5 C 0.1997 0.6529 0.6208
6 N 1.8257 -1.4664 -0.2945
7 F 1.5512 0.6823 0.9504
8 H -2.5814 1.4342 -0.1764
9 H -2.0621 2.7856 0.6937
10 H -2.0351 2.6929 -0.9821
11 H -1.3059 -2.2722 -0.1236
12 H -0.5345 -2.0123 1.3095
13 H 0.2564 -3.1287 0.2888
14 H -0.0104 1.7026 -1.2186
15 H 0.1107 2.7747 0.2006
16 H 0.1836 -0.7577 -1.3973
17 H -0.3646 0.5859 1.4702
18 H 2.1770 -0.8749 0.4718
19 H 2.3066 -0.9914 -1.0400
20 H 2.1615 -2.4455 -0.3933

The calculation puts the energy above the lowest of the compared OMol25 structures with the same formula, charge and spin at 245.93 kJ/mol. The calculation puts the total energy at -9594.0222 eV. The HOMO energy comes out at -14.34 eV. Its spin multiplicity is 1. The value obtained for the maximum force is 0.111 Eh/bohr. Its charge is +1.

(3)
ORCA calculation (ωB97M-V/def2-TZVPD) on a structure of composition C28H34As2N3PdSb at a distorted geometry.

Geometry (Å):
1 Pd 0.3916 0.3881 -0.2192
2 C -0.2023 2.3907 -2.8831
3 C -0.0078 3.1186 -1.5887
4 C -0.2530 4.4887 -1.5277
5 C 0.0837 5.1986 -0.3967
6 C 0.7469 4.5322 0.6280
7 C 0.9649 3.1717 0.5313
8 N 0.5247 2.4671 -0.5416
9 Sb 2.3242 2.3088 1.9517
10 C 3.1776 0.9548 0.5208
11 C 4.5386 0.7407 0.6142
12 C 5.2062 0.0841 -0.4147
13 C 4.4944 -0.2569 -1.5425
14 C 3.1215 -0.0222 -1.5974
15 C 2.3900 -0.2434 -2.8857
16 N 2.4716 0.5141 -0.5526
17 C 1.0327 1.0301 3.0503
18 C 1.1822 1.1730 4.4196
19 C 0.4070 0.4023 5.2790
20 C -0.4839 -0.4775 4.7151
21 C -0.5846 -0.5686 3.3240
22 C -1.5832 -1.5537 2.7789
23 N 0.1599 0.1710 2.4872
24 H -1.0156 2.8177 -3.4663
25 H 0.7104 2.5000 -3.4729
26 H -0.3728 1.3259 -2.7371
27 H -0.6861 4.9808 -2.3877
28 H -0.1134 6.2601 -0.3308
29 H 1.1042 5.0792 1.4909
30 H 5.0865 1.0970 1.4769
31 H 6.2690 -0.1067 -0.3527
32 H 4.9851 -0.6896 -2.4036
33 H 2.7767 -1.1056 -3.4256
34 H 1.3177 -0.3531 -2.7370
35 H 2.5495 0.6301 -3.5218
36 H 1.8971 1.8778 4.8253
37 H 0.5040 0.4922 6.3523
38 H -1.1134 -1.1053 5.3314
39 H -1.3701 -2.5572 3.1490
40 H -2.5889 -1.3042 3.1176
41 H -1.5872 -1.5852 1.6933
42 C -2.9262 1.3575 -1.7907
43 As -1.9961 0.3202 -0.4487
44 C -3.0276 0.7983 1.1220
45 C -2.4893 -1.4985 -0.8851
46 C -3.8044 -1.8316 -1.1987
47 C -4.1265 -3.1400 -1.5242
48 C -3.1417 -4.1207 -1.5320
49 C -1.8325 -3.7970 -1.2118
50 C -1.5020 -2.4834 -0.8906
51 As 0.3123 -1.9954 -0.4290
52 C 1.3723 -2.9430 -1.7396
53 C 0.7461 -3.0151 1.1626
54 H -3.9845 1.3075 -1.5365
55 H -2.7592 0.9348 -2.7782
56 H -2.6078 2.3965 -1.7585
57 H -3.8318 0.0753 1.2486
58 H -3.4544 1.7880 0.9620
59 H -2.3931 0.8235 1.9997
60 H -4.5874 -1.0827 -1.1910
61 H -5.1477 -3.3946 -1.7725
62 H -3.3941 -5.1408 -1.7871
63 H -1.0814 -4.5779 -1.2135
64 H 1.3270 -3.9969 -1.4668
65 H 2.4088 -2.6171 -1.7012
66 H 0.9597 -2.7964 -2.7348
67 H 0.0170 -3.8159 1.2754
68 H 0.7505 -2.3751 2.0365
69 H 1.7383 -3.4462 1.0325

The calculation puts the energy above the lowest of the compared OMol25 structures with the same formula, charge and spin at 0.00 kJ/mol. The calculation puts the total energy at -165739.7453 eV. The HOMO energy comes out at -14.15 eV. Its spin multiplicity is 1. The value obtained for the maximum force is 0.033 Eh/bohr. Its charge is +2.

(4)
ORCA calculation (ωB97M-V/def2-TZVPD) on a cluster of 3 separate species, CH9N3O2 in total at a distorted geometry.

Geometry (Å):
1 C 0.6112 1.2903 0.7503
2 N -0.1229 1.7794 -0.3233
3 N -0.1740 0.6915 1.7273
4 H -0.6499 -0.1470 1.3903
5 H 0.4345 2.3470 -0.9456
6 H -0.5533 1.0187 -0.8599
7 H 0.3397 0.4912 2.5738
8 H 1.2701 2.0496 1.1690
9 H 0.7421 -0.7990 -0.5438
10 N -0.3146 -1.0353 -1.0611
11 O -0.1617 -1.9721 -2.0832
12 O -1.0855 -1.6261 0.0237
13 H -2.0089 -1.4756 -0.2305
14 H 0.3038 -2.7604 -1.7441
15 H 1.3696 0.1479 0.1572

The calculation puts the energy above the lowest of the compared OMol25 structures with the same formula, charge and spin at 561.30 kJ/mol. The calculation puts the total energy at -9743.2479 eV. The HOMO energy comes out at -8.26 eV. Its spin multiplicity is 1. The value obtained for the maximum force is 0.068 Eh/bohr.

(5)
ORCA calculation (ωB97M-V/def2-TZVPD) on a structure of composition C17H18Cl5NaO2S at a distorted geometry.

Geometry (Å):
1 Na -0.1353 0.3126 0.0917
2 C -0.5868 2.7848 -2.6471
3 C -0.6707 2.6604 -1.1477
4 C -1.8461 2.2298 -0.5230
5 C -1.9117 2.0770 0.8641
6 C -0.7974 2.3558 1.6521
7 C 0.3777 2.7957 1.0409
8 C 0.4389 2.9435 -0.3430
9 H -0.1629 1.8811 -3.0936
10 H 0.0542 3.6173 -2.9386
11 H -1.5711 2.9416 -3.0886
12 H -2.7197 2.0150 -1.1276
13 H -2.8282 1.7337 1.3244
14 H -0.8411 2.2295 2.7247
15 H 1.2468 3.0214 1.6439
16 H 1.3574 3.2828 -0.8069
17 Cl -1.8305 -6.7423 0.8123
18 C -1.3207 -5.1011 0.9876
19 C -1.8726 -4.0939 0.2043
20 Cl -3.0782 -4.4807 -0.9749
21 C -1.4604 -2.7807 0.3663
22 Cl -2.1277 -1.4993 -0.6534
23 C -0.4728 -2.3761 1.3121
24 O -0.0945 -1.1729 1.4259
25 C 0.0756 -3.4424 2.0820
26 Cl 1.3076 -3.0138 3.2185
27 C -0.3394 -4.7537 1.9232
28 Cl 0.3672 -5.9913 2.9011
29 C 4.4931 -2.7933 -1.1145
30 C 3.6853 -1.5634 -1.5103
31 S 2.0314 -1.6214 -0.8506
32 O 1.4609 -0.2186 -1.0698
33 C 1.2713 -2.7011 -2.0599
34 C 1.0421 -2.0749 -3.4271
35 H 5.4967 -2.7270 -1.5349
36 H 4.0535 -3.7212 -1.4845
37 H 4.5783 -2.8791 -0.0305
38 H 3.6370 -1.4046 -2.5895
39 H 4.0861 -0.6534 -1.0598
40 H 0.3381 -3.0283 -1.5965
41 H 1.9233 -3.5772 -2.0989
42 H 0.6474 -1.0634 -3.3411
43 H 0.3140 -2.6760 -3.9725
44 H 1.9539 -2.0347 -4.0234

The calculation puts the energy above the lowest of the compared OMol25 structures with the same formula, charge and spin at 0.00 kJ/mol. The calculation puts the total energy at -99881.5217 eV. The HOMO energy comes out at -7.36 eV. Its spin multiplicity is 1. The value obtained for the maximum force is 0.032 Eh/bohr.

(6)
ORCA calculation (ωB97M-V/def2-TZVPD) on a structure of composition C10H16N2O at a distorted geometry.

Geometry (Å):
1 C 2.7007 0.6723 -0.6280
2 C 1.6789 -0.2336 -1.4471
3 C 1.6940 -1.3869 -0.4031
4 C 0.5513 -1.2168 0.6808
5 C 1.1010 -0.2036 1.8209
6 C -0.8209 -1.0507 0.4374
7 C -2.9779 -1.6912 -0.3731
8 C -3.4909 -0.3708 -0.3809
9 C -1.4185 0.3586 -0.0194
10 C -1.4454 2.6565 0.1286
11 H 2.4160 1.8933 -1.0242
12 H 4.0099 -0.1563 -1.1094
13 H 2.6974 0.8088 0.7503
14 H 0.7170 0.1893 -1.7543
15 H 2.5693 -0.4938 -2.3993
16 H 2.6938 -1.2416 0.1349
17 H 1.5824 -2.3183 -1.0659
18 H 0.4435 -2.1376 1.0659
19 H 0.6033 -0.6646 2.7403
20 H 0.7822 0.8379 1.7718
21 H 2.1455 -0.4230 2.2580
22 H -3.4090 -2.7223 -0.9132
23 H -4.6375 -0.2406 -0.6346
24 H -0.9005 3.4783 0.9261
25 H -2.7702 2.3007 0.6526
26 H -1.6021 3.3365 -0.9933
27 N -1.6845 -2.1574 0.0379
28 N -2.6467 0.6329 -0.2539
29 O -0.5820 1.5439 -0.0058

The calculation puts the energy above the lowest of the compared OMol25 structures with the same formula, charge and spin at 1195.69 kJ/mol. The calculation puts the total energy at -15644.6039 eV. The HOMO energy comes out at -8.89 eV. Its spin multiplicity is 1. The value obtained for the maximum force is 0.180 Eh/bohr.

| no. | Kohn-Sham gap (eV) |
| --- | --- |
| 1 | 5.67 |
| 2 | 10.91 |
| 3 | 8.27 |
| 4 | 9.14 |
| 5 | 7.45 |
| 6 | 8.66 |